2 unconnected molecules or ions with the total composition C5H11NO at a distorted geometry. Source: the OMol25 dataset; level of theory: wB97M-V/def2-TZVPD.

Structure (XYZ):
```
18
Properties=species:S:1:pos:R:3:mulliken_charge:R:1
C 3.30 -2.39 -0.07 -0.227
C 2.26 -1.78 0.07 -0.002
O 1.12 -1.21 0.08 -0.541
C 0.85 -0.19 -1.29 -0.509
H 4.11 -3.05 -0.15 0.402
H 1.71 -0.52 -1.87 0.417
H 0.94 0.89 -1.21 0.230
H -0.09 -0.57 -1.66 0.175
C -2.32 0.76 -0.22 -0.987
N -1.07 0.35 0.38 -0.079
C -0.55 1.24 1.40 -1.011
H -2.14 1.66 -0.82 0.289
H -3.10 1.00 0.52 0.307
H -2.69 -0.03 -0.86 0.332
H -1.09 -0.61 0.72 0.245
H 0.36 0.81 1.80 0.281
H -0.33 2.21 0.95 0.348
H -1.27 1.41 2.22 0.329
```

Results
* SMILES: C#COC.CNC
* E_tot: -326.9393 a.u.
* orbital gap: 9.4 eV
* HOMO level: -8.68 eV

---

2 unconnected molecules or ions with the total composition C5H11NO at a distorted geometry. Source: the OMol25 dataset; level of theory: wB97M-V/def2-TZVPD.

Structure (XYZ):
```
18
Properties=species:S:1:pos:R:3:mulliken_charge:R:1
C 1.17 -2.49 -0.38 -0.584
C 0.93 -1.16 -0.36 -0.384
C 0.17 -0.37 0.74 0.474
C -0.19 -0.75 2.00 -0.798
N -0.74 0.61 0.14 -0.077
C -1.18 1.74 0.88 -0.875
H 0.78 -2.87 -1.33 0.181
H 1.56 -3.30 0.30 0.283
H 0.93 -0.56 -1.22 0.282
H -0.81 -0.11 2.64 0.290
H 0.43 -1.57 2.35 0.246
H -1.32 0.27 -0.53 0.166
H -1.36 2.68 0.24 0.249
H -0.25 1.97 1.53 0.333
H -2.14 1.59 1.55 0.222
O 0.39 1.39 -2.65 -0.632
H 1.24 1.69 -2.27 0.322
H 0.39 1.24 -3.63 0.303
```

Results
* SMILES: C=CC(=C)NC.O
* E_tot: -326.9583 a.u.
* orbital gap: 8.2 eV
* HOMO level: -7.72 eV

---

2 unconnected molecules or ions with the total composition C5H11NO at a distorted geometry. Source: the OMol25 dataset; level of theory: wB97M-V/def2-TZVPD.

Structure (XYZ):
```
18
Properties=species:S:1:pos:R:3:mulliken_charge:R:1
C 2.27 0.00 2.61 -0.810
C 1.35 0.47 1.80 0.011
C 1.57 1.05 0.42 -0.561
C 1.09 0.13 -0.68 -0.302
C -0.16 -0.34 -0.71 -0.066
N -0.57 -1.50 -1.37 -0.418
H 1.99 -0.69 3.39 0.239
H 3.34 0.22 2.63 0.280
H 0.40 -0.04 1.90 0.169
H 1.10 2.02 0.29 0.261
H 2.65 1.20 0.38 0.325
H 1.70 -0.04 -1.56 0.272
H -0.86 -0.09 0.07 0.200
H -1.57 -1.57 -1.51 0.208
H -0.02 -1.90 -2.11 0.191
O -4.20 0.30 -1.50 -0.642
H -4.45 -0.52 -1.05 0.318
H -3.45 0.61 -0.98 0.324
```

Results
* SMILES: C=CC/C=C/N.O
* E_tot: -327.0342 a.u.
* orbital gap: 8.7 eV
* HOMO level: -8.06 eV

---

2 unconnected molecules or ions with the total composition C5H11NO. Source: the OMol25 dataset; level of theory: wB97M-V/def2-TZVPD.

Structure (XYZ):
```
18
Properties=species:S:1:pos:R:3:mulliken_charge:R:1
C 1.51 1.15 -1.16 -1.258
C 0.19 0.69 -0.62 0.452
C 0.00 -0.32 0.23 -0.053
C 1.09 -1.23 0.76 -1.448
N -1.27 -0.55 0.83 -0.449
C -2.25 -0.93 0.13 0.048
O -2.28 -1.20 -1.19 -0.498
H 2.31 0.42 -1.01 0.343
H 1.45 1.36 -2.24 0.323
H 1.82 2.09 -0.68 0.280
H -0.67 1.32 -0.87 0.445
H 1.34 -2.01 0.03 0.267
H 2.00 -0.67 0.99 0.362
H 0.74 -1.72 1.67 0.395
H -3.23 -1.10 0.58 0.378
H -1.39 -1.00 -1.54 0.413
H -0.48 2.16 2.02 0.113
H -0.89 1.54 2.06 -0.115
```

Results
* SMILES: C/C=C(C)/N=C\O.[H][H]
* E_tot: -327.0475 a.u.
* orbital gap: 9.6 eV
* HOMO level: -8.71 eV

---

2 unconnected molecules or ions with the total composition C5H11NO at a distorted geometry. Source: the OMol25 dataset; level of theory: wB97M-V/def2-TZVPD.

Structure (XYZ):
```
18
Properties=species:S:1:pos:R:3:mulliken_charge:R:1
C -2.51 1.00 -2.11 -0.740
C -1.26 0.79 -1.92 0.095
C -0.76 0.87 -0.51 -0.063
C 0.59 0.74 -0.17 -0.398
C 1.28 0.72 1.14 -0.420
N 2.53 1.45 0.96 -0.570
H -3.21 0.83 -2.95 0.257
H -3.03 1.46 -1.25 0.160
H -0.44 0.31 -2.50 0.224
H -1.59 1.27 0.13 0.211
H 1.13 0.40 -0.94 0.218
H 0.78 1.10 2.02 0.353
H 1.69 -0.23 1.52 0.243
H 3.24 0.89 0.52 0.216
H 2.35 2.35 0.73 0.213
O -0.15 -4.57 2.17 -0.646
H -0.65 -5.35 1.75 0.333
H -0.01 -4.01 1.40 0.312
```

Results
* SMILES: C=C/C=C/CN.O
* E_tot: -327.0015 a.u.
* orbital gap: 9.2 eV
* HOMO level: -8.52 eV

---

A single C5H11NO molecule. Source: the OMol25 dataset; level of theory: wB97M-V/def2-TZVPD.

Structure (XYZ):
```
18
Properties=species:S:1:pos:R:3:mulliken_charge:R:1
C 2.16 -0.18 0.83 -1.129
C 1.49 -0.94 -0.31 -0.343
C 0.07 -1.39 0.02 -0.776
N -0.78 -0.27 0.31 -0.129
C -1.32 0.44 -0.74 0.586
C -2.53 1.23 -0.35 -0.929
O -0.94 0.39 -1.90 -0.607
H 3.18 0.09 0.55 0.341
H 1.63 0.75 1.06 0.297
H 2.22 -0.78 1.75 0.291
H 1.45 -0.30 -1.20 0.292
H 2.06 -1.83 -0.56 0.335
H -0.41 -1.89 -0.86 0.299
H 0.05 -2.08 0.87 0.429
H -1.00 -0.08 1.28 0.256
H -2.25 2.28 -0.37 0.235
H -2.82 0.92 0.66 0.267
H -3.35 1.11 -1.07 0.287
```

Results
* SMILES: CCCNC(C)=O
* E_tot: -327.1206 a.u.
* orbital gap: 10.5 eV
* HOMO level: -9.60 eV

---

A single C5H11NO molecule at a distorted geometry. Source: the OMol25 dataset; level of theory: wB97M-V/def2-TZVPD.

Structure (XYZ):
```
18
Properties=species:S:1:pos:R:3:mulliken_charge:R:1
C 2.20 1.97 -0.75 -0.932
N 1.23 0.93 -0.53 -0.236
C 0.00 1.41 0.09 -0.646
C -1.25 0.52 -0.18 -0.638
C -0.97 -0.97 -0.35 -0.421
C -0.62 -1.69 0.94 -0.018
O -0.93 -2.82 1.17 -0.477
H 2.44 2.40 0.22 0.312
H 3.09 1.53 -1.18 0.332
H 1.84 2.75 -1.44 0.324
H 1.02 0.40 -1.36 0.185
H -0.22 2.44 -0.23 0.358
H 0.13 1.46 1.17 0.303
H -1.90 0.63 0.68 0.310
H -1.71 0.88 -1.10 0.314
H -0.11 -1.22 -0.99 0.246
H -1.83 -1.49 -0.78 0.357
H -0.02 -1.08 1.66 0.326
```

Results
* SMILES: CNCCCC=O
* E_tot: -327.0731 a.u.
* orbital gap: 9.9 eV
* HOMO level: -8.98 eV

---

A single C5H11NO molecule at a distorted geometry. Source: the OMol25 dataset; level of theory: wB97M-V/def2-TZVPD.

Structure (XYZ):
```
18
Properties=species:S:1:pos:R:3:mulliken_charge:R:1
C -1.40 -1.50 -0.30 -0.963
N -0.34 -1.20 0.73 -0.449
C -0.49 0.19 1.18 -0.710
C -0.25 1.16 0.00 -0.689
C 0.87 0.65 -0.97 -0.409
C 2.30 0.62 -0.40 -0.119
O 2.97 -0.37 -0.38 -0.451
H -2.30 -0.92 -0.10 0.311
H -1.67 -2.56 -0.26 0.375
H -1.05 -1.29 -1.31 0.257
H -0.76 -1.78 1.45 0.308
H -1.50 0.41 1.60 0.371
H 0.17 0.46 1.99 0.442
H 0.11 2.13 0.37 0.445
H -1.15 1.48 -0.53 0.342
H 0.80 -0.40 -1.19 0.222
H 0.93 1.34 -1.81 0.370
H 2.75 1.58 -0.06 0.347
```

Results
* SMILES: CNCCCC=O
* E_tot: -327.0582 a.u.
* orbital gap: 10.5 eV
* HOMO level: -9.51 eV

---

A single C5H11NO molecule. Source: the OMol25 dataset; level of theory: wB97M-V/def2-TZVPD.

Structure (XYZ):
```
18
Properties=species:S:1:pos:R:3:mulliken_charge:R:1
C -0.95 2.38 0.78 -1.400
C 0.00 1.23 0.55 0.276
C 0.01 -0.06 1.29 -0.522
N -0.47 0.03 -0.09 -0.351
C 0.41 -0.46 -1.14 -0.333
C 0.40 -1.98 -1.28 -0.580
O 0.79 -2.67 -0.11 -0.523
H -1.08 2.94 -0.15 0.284
H -0.54 3.07 1.53 0.341
H -1.93 2.04 1.11 0.330
H 1.01 1.52 0.22 0.344
H -0.77 -0.30 2.01 0.248
H 0.98 -0.52 1.48 0.341
H 0.08 -0.01 -2.08 0.284
H 1.45 -0.09 -0.96 0.280
H -0.59 -2.32 -1.63 0.312
H 1.13 -2.24 -2.05 0.346
H 0.08 -2.57 0.53 0.323
```

Results
* SMILES: C[C@H]1CN1CCO
* E_tot: -327.0540 a.u.
* orbital gap: 10.4 eV
* HOMO level: -9.32 eV

---

2 unconnected molecules or ions with the total composition C5H11NO at a distorted geometry. Source: the OMol25 dataset; level of theory: wB97M-V/def2-TZVPD.

Structure (XYZ):
```
18
Properties=species:S:1:pos:R:3:mulliken_charge:R:1
C 0.73 2.05 -1.29 -0.788
C 0.76 0.70 -1.12 -0.291
C 0.26 -0.18 -0.08 -0.496
C 0.01 -1.44 -0.43 0.712
C -0.42 -2.36 0.67 -1.035
N -0.04 -1.75 -1.77 -0.492
H 1.59 2.59 -1.69 0.227
H -0.12 2.74 -1.26 0.232
H 1.43 0.11 -1.67 0.360
H 0.35 0.35 0.84 0.339
H -1.37 -2.19 1.22 0.254
H -0.47 -3.39 0.31 0.328
H 0.58 -2.27 1.29 0.262
H -0.07 -2.65 -2.05 0.173
H -0.61 -1.23 -2.43 0.214
O -0.87 2.91 2.83 -0.607
H -0.61 2.27 3.43 0.300
H -1.12 3.75 3.19 0.307
```

Results
* SMILES: C=C/C=C(/C)N.O
* E_tot: -326.9911 a.u.
* orbital gap: 8.3 eV
* HOMO level: -7.46 eV

---

3 unconnected molecules or ions with the total composition C5H11NO at a distorted geometry. Source: the OMol25 dataset; level of theory: wB97M-V/def2-TZVPD.

Structure (XYZ):
```
18
Properties=species:S:1:pos:R:3:mulliken_charge:R:1
C -0.04 -0.56 -0.93 -0.095
C 1.74 -0.99 -2.08 -0.966
C -0.86 0.13 2.28 -1.183
N 0.83 0.02 -0.11 -0.566
C -0.65 0.82 0.98 0.714
C -1.19 1.96 0.58 -0.875
O -0.55 -1.74 -0.57 -0.475
H -0.06 -2.03 0.21 0.383
H 1.14 0.91 -0.50 0.320
H -0.67 -0.04 -1.65 0.430
H 1.90 -2.05 -1.95 0.263
H 1.30 -0.73 -3.05 0.279
H 2.67 -0.46 -1.91 0.332
H -1.49 0.72 2.96 0.375
H -1.34 -0.84 2.14 0.262
H 0.10 -0.04 2.78 0.272
H -1.82 2.56 1.23 0.286
H -1.01 2.37 -0.41 0.245
```

Results
* E_tot: -326.9032 a.u.
* orbital gap (spin up / spin down): 7.9 / 7.9 eV
* HOMO level (spin up / spin down): -7.11 / -7.11 eV

---

A single C5H11NO molecule at a distorted geometry. Source: the OMol25 dataset; level of theory: wB97M-V/def2-TZVPD.

Structure (XYZ):
```
18
Properties=species:S:1:pos:R:3:mulliken_charge:R:1
C 0.30 1.12 2.25 -0.978
N 0.51 0.30 1.16 -0.307
C -0.42 -0.05 0.09 0.383
C -0.31 1.06 -1.00 -1.465
C -0.19 -1.56 -0.39 -0.750
C 0.08 -1.74 -1.97 0.030
O -0.75 -1.77 -2.80 -0.419
H -0.35 1.93 2.13 0.352
H -0.04 0.50 3.13 0.270
H 1.24 1.58 2.60 0.311
H 1.39 0.53 0.66 0.268
H -1.55 -0.06 0.42 0.254
H 0.68 0.86 -1.36 0.427
H -0.28 2.05 -0.61 0.367
H -0.95 1.08 -1.91 0.309
H -1.15 -2.06 -0.23 0.262
H 0.55 -2.03 0.17 0.382
H 1.22 -1.74 -2.33 0.305
```

Results
* SMILES: CN[C@@H](C)CC=O
* E_tot: -327.0343 a.u.
* orbital gap: 9.6 eV
* HOMO level: -8.65 eV

---

A single C5H11NO molecule. Source: the OMol25 dataset; level of theory: wB97M-V/def2-TZVPD.

Structure (XYZ):
```
18
Properties=species:S:1:pos:R:3:mulliken_charge:R:1
C 0.57 0.76 -2.11 -1.081
C 1.31 0.26 -0.88 -0.423
N 0.52 0.21 0.35 -0.328
C 0.61 -1.05 1.09 -0.590
C -0.66 -0.64 0.44 0.323
C -1.78 -0.03 1.28 -0.704
O -1.26 0.75 2.32 -0.547
H 1.24 0.69 -2.97 0.366
H 0.22 1.79 -2.03 0.295
H -0.30 0.13 -2.34 0.295
H 1.74 -0.74 -1.08 0.226
H 2.15 0.93 -0.68 0.285
H 1.18 -1.84 0.60 0.272
H 0.74 -0.99 2.17 0.229
H -0.97 -1.18 -0.45 0.462
H -2.44 0.56 0.63 0.244
H -2.38 -0.83 1.74 0.303
H -0.49 1.21 1.94 0.372
```

Results
* SMILES: CCN1C[C@H]1CO
* E_tot: -327.0555 a.u.
* orbital gap: 10.4 eV
* HOMO level: -9.32 eV

---

2 unconnected molecules or ions with the total composition C5H11NO at a distorted geometry. Source: the OMol25 dataset; level of theory: wB97M-V/def2-TZVPD.

Structure (XYZ):
```
18
Properties=species:S:1:pos:R:3:mulliken_charge:R:1
C -1.44 -0.02 -1.85 -1.069
C -1.34 0.09 -0.35 -0.152
N -0.55 1.02 0.15 0.489
C -0.59 1.26 1.57 -0.887
O 0.28 1.67 -0.64 -0.707
H -1.10 -0.98 -2.08 0.334
H -2.46 0.19 -1.99 0.354
H -0.71 0.88 -2.04 0.302
H -1.94 -0.35 0.42 0.410
H -0.27 2.17 1.95 0.341
H -1.61 1.15 1.89 0.325
H 0.11 0.54 2.08 0.273
C 2.47 -0.99 -0.19 -0.460
C 1.44 -1.49 0.54 -0.328
H 3.58 -1.02 0.00 0.240
H 2.17 -0.69 -1.10 0.271
H 1.52 -2.28 1.40 0.219
H 0.43 -1.16 0.25 0.046
```

Results
* SMILES: C/C=[N+](/C)[O-].C=C
* E_tot: -326.9274 a.u.
* orbital gap (spin up / spin down): 9.4 / 9.4 eV
* HOMO level (spin up / spin down): -8.48 / -8.48 eV

---

A single C5H11NO molecule at a distorted geometry. Source: the OMol25 dataset; level of theory: wB97M-V/def2-TZVPD.

Structure (XYZ):
```
18
Properties=species:S:1:pos:R:3:mulliken_charge:R:1
C -2.08 1.42 1.51 -1.186
C -0.73 1.39 0.82 -0.356
N -0.61 0.18 -0.01 -0.408
C 0.74 -0.01 -0.53 -0.522
C 1.18 -1.46 -0.61 -0.426
C 1.70 -1.91 -1.95 -0.104
O 2.59 -2.73 -2.03 -0.476
H -2.26 0.55 2.15 0.334
H -2.09 2.25 2.22 0.354
H -2.89 1.52 0.80 0.316
H 0.08 1.45 1.55 0.342
H -0.63 2.21 0.11 0.293
H -0.85 -0.60 0.54 0.255
H 1.51 0.55 0.03 0.287
H 0.80 0.54 -1.48 0.312
H 1.92 -1.67 0.15 0.275
H 0.38 -2.17 -0.40 0.331
H 1.25 -1.51 -2.87 0.379
```

Results
* SMILES: CCNCCC=O
* E_tot: -327.0721 a.u.
* orbital gap: 10.2 eV
* HOMO level: -9.13 eV

---

2 unconnected molecules or ions with the total composition C5H11NO at a distorted geometry. Source: the OMol25 dataset; level of theory: wB97M-V/def2-TZVPD.

Structure (XYZ):
```
18
Properties=species:S:1:pos:R:3:mulliken_charge:R:1
C 1.20 -1.34 -1.71 -0.849
C 0.28 -0.36 -1.32 -0.582
C 0.25 0.13 0.08 0.690
N -0.54 -0.81 0.87 -0.532
C 0.88 1.26 0.53 -0.304
C 1.16 1.61 1.95 -1.061
H 2.04 -1.97 -1.29 0.294
H 1.22 -1.26 -2.83 0.224
H -0.15 0.51 -1.99 0.401
H -0.84 -0.57 1.83 0.227
H -1.46 -1.22 0.34 0.297
H 1.25 1.95 -0.19 0.389
H 0.79 0.81 2.67 0.217
H 2.21 1.60 2.15 0.315
H 0.58 2.54 2.11 0.284
O -2.93 -1.28 -1.16 -0.696
H -3.65 -1.02 -0.66 0.312
H -2.28 -0.58 -1.38 0.374
```

Results
* SMILES: C=C/C(N)=C/C.O
* E_tot: -326.9898 a.u.
* orbital gap: 8.4 eV
* HOMO level: -7.72 eV

---

2 unconnected molecules or ions with the total composition C5H11NO at a distorted geometry. Source: the OMol25 dataset; level of theory: wB97M-V/def2-TZVPD.

Structure (XYZ):
```
18
Properties=species:S:1:pos:R:3:mulliken_charge:R:1
C 0.20 1.72 -0.97 -1.007
C -0.96 1.27 -0.50 0.913
C -2.14 2.14 -0.20 -1.142
O -1.22 -0.04 -0.24 -0.540
H 1.02 1.05 -1.21 0.279
H 0.35 2.77 -1.17 0.251
H -2.44 2.02 0.84 0.279
H -1.91 3.19 -0.38 0.316
H -2.99 1.84 -0.82 0.289
H -0.46 -0.60 -0.48 0.425
C 0.97 -2.43 0.91 -0.475
C 1.89 -1.06 0.75 -0.500
N 1.08 -1.62 -0.31 -0.453
H 1.28 -3.46 0.80 0.344
H 0.01 -2.32 1.40 0.225
H 1.34 -0.27 1.27 0.166
H 2.35 -2.10 1.33 0.394
H 1.64 -2.09 -1.01 0.236
```

Results
* SMILES: C=C(C)O.C1CN1
* E_tot: -326.9460 a.u.
* orbital gap: 9.3 eV
* HOMO level: -8.37 eV

---

2 unconnected molecules or ions with the total composition C5H11NO at a distorted geometry. Source: the OMol25 dataset; level of theory: wB97M-V/def2-TZVPD.

Structure (XYZ):
```
18
Properties=species:S:1:pos:R:3:mulliken_charge:R:1
C 2.20 -2.15 0.05 -0.750
C 1.43 -1.32 0.72 -0.279
C 0.13 -0.84 0.25 -0.213
C -0.39 0.34 0.56 -0.604
N -1.72 0.90 0.37 -0.307
C -2.34 0.50 -0.88 -0.798
H 3.11 -2.68 0.35 0.268
H 2.03 -2.44 -0.99 0.233
H 1.60 -1.03 1.76 0.276
H -0.54 -1.47 -0.35 0.293
H 0.16 1.06 1.16 0.670
H -2.23 0.66 1.21 0.280
H -2.20 -0.52 -1.24 0.268
H -3.41 0.59 -0.93 0.344
H -1.87 1.15 -1.64 0.267
O 1.55 2.64 -0.30 -0.630
H 1.11 1.89 -0.71 0.347
H 1.39 2.72 0.62 0.336
```

Results
* SMILES: C=C/C=C/NC.O
* E_tot: -327.0235 a.u.
* orbital gap: 9.7 eV
* HOMO level: -8.74 eV

---

A single C5H11NO molecule at a distorted geometry. Source: the OMol25 dataset; level of theory: wB97M-V/def2-TZVPD.

Structure (XYZ):
```
18
Properties=species:S:1:pos:R:3:mulliken_charge:R:1
C -1.35 1.01 1.84 -1.063
C -0.91 1.19 0.36 -0.059
C -0.55 -0.22 0.03 0.182
O -1.39 -1.06 0.01 -0.552
N 0.89 -0.38 -0.26 -0.076
C 0.99 0.16 -1.67 -1.099
C 1.23 -1.77 -0.26 -0.791
H -1.01 0.08 2.17 0.319
H -2.40 0.88 1.90 0.330
H -1.18 1.92 2.55 0.271
H -1.70 1.41 -0.31 0.260
H 0.05 1.95 0.37 0.287
H 0.74 1.29 -1.68 0.301
H 0.27 -0.18 -2.41 0.326
H 1.97 0.03 -1.94 0.499
H 2.20 -1.93 -0.95 0.284
H 0.36 -2.46 -0.45 0.290
H 1.78 -1.94 0.69 0.291
```

Results
* SMILES: CCC(=O)N(C)C
* E_tot: -327.0350 a.u.
* orbital gap: 10.7 eV
* HOMO level: -9.66 eV

---

A single C5H11NO molecule. Source: the OMol25 dataset; level of theory: wB97M-V/def2-TZVPD.

Structure (XYZ):
```
18
Properties=species:S:1:pos:R:3:mulliken_charge:R:1
C -1.68 -0.77 -0.69 -1.172
C -1.08 0.60 -0.41 -0.434
C 0.39 0.59 0.10 0.404
C 0.52 1.33 1.43 -1.609
N 0.96 -0.74 0.21 -0.165
C 1.78 -1.26 -0.74 -0.050
O 2.18 -0.67 -1.72 -0.560
H -1.19 -1.27 -1.53 0.271
H -1.62 -1.44 0.17 0.285
H -2.74 -0.66 -0.94 0.399
H -1.14 1.20 -1.32 0.249
H -1.71 1.11 0.33 0.352
H 1.02 1.09 -0.64 0.260
H 0.13 2.35 1.34 0.382
H -0.07 0.83 2.21 0.372
H 1.56 1.38 1.76 0.399
H 0.64 -1.35 0.95 0.280
H 2.06 -2.31 -0.52 0.338
```

Results
* SMILES: CC[C@@H](C)NC=O
* E_tot: -327.1168 a.u.
* orbital gap: 10.6 eV
* HOMO level: -9.72 eV